{"formula": "C34H34AsMoN8O9S2Si", "method": "ωB97M-V/def2-TZVPD", "lumo_energy_ev": [-2.63, -2.82], "total_charge": 1, "multiplicity": 3, "relative_energy_kcal_mol": 88.28, "elements": ["Mo", "N", "N", "C", "N", "N", "N", "O", "O", "H", "H", "H", "H", "H", "O", "As", "O", "O", "C", "C", "C", "C", "C", "C", "S", "O", "O", "O", "H", "H", "H", "H", "H", "C", "N", "C", "C", "N", "C", "S", "C", "C", "C", "C", "C", "N", "H", "H", "H", "H", "H", "H", "H", "H", "H", "O", "Si", "C", "C", "C", "C", "C", "C", "C", "C", "C", "C", "C", "C", "C", "C", "C", "C", "C", "C", "H", "H", "H", "H", "H", "H", "H", "H", "H", "H", "H", "H", "H", "H", "H"], "coordinates": [[-1.1501, 0.7552, 0.3116], [-1.1242, 0.2191, 2.4604], [-2.4184, 0.1413, 3.0025], [-3.4980, 0.2016, 2.1960], [-4.6821, -0.0094, 2.7511], [-3.2414, 0.4675, 0.9053], [-4.2755, 0.8571, 0.0691], [-5.4402, 0.7687, 0.4226], [-3.9122, 1.2680, -1.0063], [-0.6695, -0.6868, 2.5762], [-0.5759, 0.9659, 2.9021], [-2.5048, -0.3489, 3.8812], [-4.7677, -0.0699, 3.7514], [-5.4945, 0.1503, 2.1709], [1.8388, 2.3508, -2.2139], [2.2363, 1.4346, -0.7442], [3.2880, 0.2727, -1.1624], [0.7271, 0.8624, -0.2362], [3.0983, 2.8179, 0.3132], [4.4430, 2.9327, -0.0063], [5.2039, 3.9723, 0.5233], [4.6286, 4.8975, 1.3743], [3.2874, 4.7776, 1.7225], [2.5382, 3.7442, 1.1945], [0.8803, 3.5167, 1.7980], [0.3304, 3.5277, 0.2107], [0.9520, 2.1613, 2.3741], [-1.5211, 2.4890, 1.3968], [2.3637, 1.9181, -2.9034], [4.8881, 2.1987, -0.6673], [6.2508, 4.0545, 0.2635], [5.2198, 5.7069, 1.7805], [2.8358, 5.4736, 2.4193], [-0.5296, 5.9762, -1.4373], [-0.7784, 4.8790, -2.3641], [-1.1138, 5.0374, -3.6951], [-1.3229, 3.8093, -4.1901], [-1.1000, 2.9082, -3.1455], [-0.7777, 3.5865, -2.0210], [-1.3061, 3.0799, -0.0989], [-1.1352, 1.4901, -3.3285], [-1.0227, 1.0376, -4.6384], [-1.0928, -0.3141, -4.9050], [-1.2633, -1.1791, -3.8437], [-1.3169, -0.6465, -2.5730], [-1.2407, 0.6658, -2.2839], [-0.4312, 6.8955, -2.0071], [0.3870, 5.7873, -0.8871], [-1.3600, 6.0709, -0.7380], [-1.1678, 6.0000, -4.1713], [-1.6209, 3.5182, -5.1773], [-0.8548, 1.7311, -5.4448], [-1.0070, -0.6748, -5.9211], [-1.3282, -2.2499, -3.9733], [-1.4173, -1.3080, -1.7288], [-0.9076, -1.1520, 0.1761], [-0.0899, -2.5042, 0.6240], [-0.9945, -3.0418, 2.1876], [-2.3850, -2.8933, 2.2701], [-3.0913, -3.3169, 3.3880], [-2.4132, -3.8984, 4.4535], [-1.0353, -4.0544, 4.3939], [-0.3354, -3.6314, 3.2701], [1.7082, -2.2301, 1.0446], [2.6216, -3.2615, 0.8091], [3.9615, -3.1259, 1.1473], [4.4187, -1.9475, 1.7151], [3.5323, -0.9063, 1.9509], [2.1942, -1.0528, 1.6225], [-0.2003, -3.8010, -0.7019], [-0.7735, -5.0508, -0.4600], [-0.7778, -6.0349, -1.4411], [-0.2065, -5.7804, -2.6789], [0.3779, -4.5453, -2.9341], [0.3850, -3.5673, -1.9517], [-2.9204, -2.4542, 1.4333], [-4.1693, -3.2146, 3.4225], [-2.9600, -4.2408, 5.3227], [-0.5067, -4.5108, 5.2209], [0.7420, -3.7531, 3.2357], [2.2848, -4.1818, 0.3454], [4.6505, -3.9384, 0.9561], [5.4657, -1.8371, 1.9660], [3.8824, 0.0254, 2.3782], [1.5427, -0.2093, 1.7942], [-1.2240, -5.2605, 0.5038], [-1.2227, -7.0001, -1.2369], [-0.2081, -6.5467, -3.4433], [0.8420, -4.3532, -3.8934], [0.8769, -2.6184, -2.1478]], "forces_ev_per_angstrom": [[-0.11, 0.65, -0.47], [0.20, 0.09, -0.10], [0.00, 0.05, 0.04], [0.14, 0.04, -0.06], [-0.03, 0.09, -0.05], [-0.36, -0.14, 0.21], [0.00, -0.08, 0.00], [0.03, -0.02, -0.02], [0.03, 0.01, -0.05], [0.03, -0.07, 0.04], [-0.08, 0.05, -0.01], [0.02, -0.04, -0.02], [0.00, -0.01, 0.00], [-0.02, -0.04, 0.05], [-0.02, -0.07, 0.03], [-0.12, -0.14, -0.30], [0.00, 0.13, 0.01], [0.68, 0.22, 0.12], [-0.07, -0.02, 0.00], [-0.01, 0.00, 0.05], [0.00, 0.00, 0.01], [0.03, 0.01, 0.00], [-0.03, -0.01, 0.08], [0.03, -0.02, -0.15], [0.05, -0.05, 0.05], [-0.16, -0.06, -0.01], [-0.03, 0.03, -0.03], [-0.10, -0.15, -0.15], [0.00, 0.05, -0.02], [0.02, 0.01, -0.01], [0.00, -0.01, 0.00], [0.00, 0.00, 0.01], [-0.01, 0.01, -0.02], [0.01, -0.01, 0.02], [0.02, -0.02, -0.01], [0.06, 0.02, -0.02], [0.06, -0.03, -0.01], [-0.21, -0.06, 0.05], [0.09, 0.04, -0.06], [0.18, 0.15, 0.39], [0.24, 0.11, 0.02], [0.01, -0.01, -0.01], [-0.01, 0.00, 0.01], [0.00, 0.03, -0.05], [-0.09, -0.02, -0.06], [-0.26, -0.20, 0.25], [-0.01, 0.00, 0.00], [0.01, 0.01, -0.02], [0.00, 0.00, 0.00], [-0.02, 0.01, 0.02], [-0.03, -0.01, 0.01], [0.02, -0.01, 0.00], [0.00, 0.01, 0.00], [-0.01, 0.01, 0.01], [-0.01, 0.03, -0.01], [-0.14, -0.42, -0.08], [0.11, 0.14, 0.19], [-0.03, -0.14, -0.03], [0.02, -0.08, 0.00], [0.01, 0.00, 0.01], [0.00, 0.01, 0.01], [0.01, 0.01, 0.01], [0.00, 0.06, 0.04], [0.03, 0.07, -0.08], [-0.01, 0.02, 0.03], [-0.01, -0.01, -0.02], [0.01, 0.02, 0.01], [-0.04, -0.07, 0.03], [0.04, -0.15, 0.12], [-0.04, -0.08, 0.01], [-0.05, 0.06, -0.09], [-0.01, 0.01, 0.00], [-0.01, 0.00, 0.01], [-0.01, 0.01, 0.00], [0.04, -0.02, 0.05], [-0.01, -0.02, -0.01], [-0.02, -0.01, -0.01], [0.00, 0.00, 0.00], [0.00, 0.00, 0.00], [-0.01, -0.01, 0.00], [0.02, -0.02, 0.00], [0.00, 0.00, -0.01], [0.00, 0.00, -0.01], [0.00, 0.00, 0.01], [-0.12, 0.08, 0.06], [0.01, -0.01, 0.01], [0.00, 0.00, -0.01], [0.01, 0.00, 0.00], [0.01, 0.00, -0.01], [0.00, -0.02, 0.01]], "mulliken_charge": [-0.032, 0.141, -0.480, 0.522, -0.296, 0.400, 0.779, -0.798, -0.554, 0.051, 0.556, 0.322, 0.217, 0.228, -0.604, 0.437, -0.750, 1.337, -0.154, -0.722, -0.787, -0.575, -0.679, 1.076, -0.014, 0.242, -0.636, -0.788, 0.309, 0.544, 0.438, 0.424, 0.454, -0.713, 0.296, -1.070, -0.273, 0.814, -0.345, -0.132, 1.001, -1.097, -0.866, -1.329, -1.013, 0.834, 0.348, 0.188, 0.311, 0.465, 0.528, 0.428, 0.439, 0.647, 0.846, 1.202, -1.094, 0.144, -0.207, -0.664, -0.583, -0.695, -0.334, 0.886, -0.419, -0.777, -0.691, -0.493, -0.082, 0.172, -0.524, -0.791, -0.612, -0.870, 0.124, 0.464, 0.507, 0.407, 0.433, 0.420, 0.372, 0.422, 0.393, 0.478, 0.074, 0.375, 0.435, 0.397, 0.470, 0.747]}